1.
61
Properties=species:S:1:pos:R:3:forces:R:3:lowdin_charge:R:1 method="wB97M-V/def2-TZVPD" total_charge=-1 e_homo_ev=-6.43 de_lowest_kcal_mol=125.5 energy_ev=-641096.23996
O -2.504 -6.432 2.996 -0.48 -0.23 -3.27 -0.2659
V -2.513 -6.388 1.389 1.46 3.06 4.07 1.1850
O -2.070 -7.770 0.924 0.28 -0.94 -0.54 -0.2228
O -0.372 2.556 -4.148 3.50 -1.99 -2.31 0.0172
C 0.387 1.895 -4.917 -3.59 2.83 2.98 -0.3267
O 1.698 1.715 -4.860 -1.12 0.81 0.69 0.2449
B 2.080 0.924 -6.010 0.40 0.52 0.08 -0.8828
O 0.789 0.404 -6.499 0.99 -1.28 -2.32 0.2405
C -0.216 1.094 -6.073 -3.36 0.52 0.72 -0.3956
O -1.423 1.061 -6.373 3.75 -0.09 0.27 0.0997
O 3.015 -0.116 -5.618 1.48 -1.21 -1.24 0.2268
C 4.098 -0.093 -6.429 2.01 0.87 0.00 -0.3224
O 5.093 -0.802 -6.496 -2.55 0.57 0.65 0.1074
C 4.042 1.287 -7.225 0.59 0.38 -1.54 -0.3678
O 2.863 1.812 -6.958 -0.51 -0.48 0.06 0.2053
O 4.882 1.777 -7.982 -1.58 -1.35 1.89 0.0885
O -1.497 -0.099 -3.582 0.56 -0.95 1.24 0.1883
C -1.431 -0.458 -2.436 -0.88 0.70 -0.57 -0.3875
O -0.757 -1.441 -1.876 1.12 -1.45 1.08 0.2098
B -1.028 -1.562 -0.380 0.56 3.16 -2.97 -0.8816
O -2.020 -0.494 -0.165 -0.03 0.17 0.64 0.1725
C -2.257 0.155 -1.310 -2.40 3.97 -2.44 -0.3410
O -2.996 1.133 -1.590 2.11 -4.05 2.46 0.0098
O 0.238 -1.472 0.413 -0.14 -1.87 0.71 0.2121
C 0.439 -2.658 1.030 1.89 1.12 0.96 -0.3246
O 1.384 -3.015 1.724 -2.15 0.80 -1.69 0.1349
C -0.822 -3.481 0.766 -1.83 0.47 -0.71 -0.2744
O -1.601 -2.827 -0.078 0.42 -3.18 1.91 0.2900
O -1.139 -4.524 1.350 -0.65 -1.26 -0.75 0.0209
Br -1.993 7.010 -1.434 -0.01 0.44 0.00 0.5819
C -1.596 6.046 0.196 -0.20 -0.77 -0.18 -0.6858
C -2.079 4.582 0.118 0.08 0.70 -0.17 -0.6883
Br -1.660 3.742 -1.603 0.04 0.35 0.74 0.6979
H -2.148 6.585 0.966 0.25 -0.14 0.11 0.0454
H -0.519 6.083 0.360 -0.15 0.16 -0.09 0.0537
H -3.151 4.543 0.313 0.08 -0.14 -0.39 0.0220
H -1.580 4.025 0.911 0.08 -0.14 -0.15 0.0107
Br 2.413 -1.833 6.451 -0.54 -0.90 -0.14 0.5794
C 1.738 -3.672 6.134 0.72 -0.92 -0.52 -0.6636
C 1.641 -3.934 4.635 -0.87 0.23 0.04 -0.6009
Br 0.702 -5.731 4.252 0.80 1.34 0.46 0.5500
H 0.797 -3.878 6.645 0.13 0.51 0.01 0.0546
H 2.507 -4.351 6.502 -0.11 0.24 0.44 0.0494
H 2.610 -3.952 4.134 -0.26 -0.20 0.06 0.0641
H 1.003 -3.172 4.187 0.05 -0.37 -0.26 0.0144
Br -4.339 2.062 1.592 1.09 -0.57 0.54 0.6419
C -2.616 1.351 2.323 0.32 -0.70 0.11 -0.6181
C -2.871 -0.031 3.014 -1.12 1.21 -0.95 -0.7042
Br -1.401 -0.726 4.048 0.23 0.18 0.01 0.6535
H -2.177 2.097 2.986 -0.58 -0.06 0.36 0.0528
H -1.880 1.275 1.522 -0.49 -0.19 -0.33 0.0057
H -3.126 -0.805 2.290 0.23 0.28 -0.16 0.0390
H -3.757 0.090 3.637 0.34 -0.14 0.39 0.0381
Br 0.715 2.154 0.312 0.59 -0.10 0.89 0.6996
C 1.594 1.843 2.068 0.71 -0.63 0.11 -0.6378
C 2.716 0.754 1.979 -1.38 0.48 -0.32 -0.6317
Br 3.568 0.561 3.759 -0.24 0.13 -0.90 0.5600
H 0.805 1.565 2.767 0.05 -0.32 -0.19 0.0226
H 2.010 2.770 2.462 0.00 0.11 -0.51 0.0447
H 3.432 0.976 1.188 0.28 0.30 0.51 0.0599
H 2.281 -0.205 1.698 0.01 -0.02 0.41 0.0283

2.
40
Properties=species:S:1:pos:R:3:forces:R:3:lowdin_charge:R:1 method="wB97M-V/def2-TZVPD" total_charge=+1 e_homo_ev=-11.39 de_lowest_kcal_mol=31.2 energy_ev=-29943.69820
Pd 0.274 0.120 0.036 -0.54 -0.31 0.07 1.0269
C -3.533 2.309 0.984 -0.08 -0.11 -0.16 -0.0181
C -4.456 1.625 0.218 0.35 0.02 0.13 -0.0086
C -3.996 0.512 -0.457 0.16 -0.03 -0.02 0.0110
C -2.656 0.140 -0.396 0.23 -0.10 -0.19 -0.1833
N -1.719 0.857 0.280 -0.95 -0.13 -0.02 0.0174
C -2.219 1.886 0.980 0.72 0.30 0.56 -0.1029
C -2.201 -1.146 -0.971 0.07 0.29 -0.04 -0.1830
C -3.101 -2.014 -1.582 0.11 0.10 0.05 0.0113
C -2.713 -3.282 -1.969 0.33 0.10 0.17 -0.0081
C -1.415 -3.651 -1.672 -0.18 0.13 -0.05 -0.0174
C -0.578 -2.726 -1.080 0.93 -0.21 0.44 -0.1091
N -0.897 -1.463 -0.764 -0.86 -0.35 -0.18 0.0132
H -3.795 3.159 1.594 -0.06 0.03 0.03 0.1232
H -5.495 1.914 0.179 -0.07 0.03 -0.03 0.1268
H -4.697 -0.082 -1.015 -0.03 -0.05 -0.07 0.1086
H -1.545 2.414 1.638 0.20 -0.15 -0.15 0.0975
H -4.121 -1.714 -1.737 -0.07 0.06 -0.03 0.1086
H -3.408 -3.961 -2.437 -0.05 -0.03 -0.06 0.1267
H -1.026 -4.636 -1.876 -0.02 -0.07 -0.01 0.1234
H 0.409 -3.074 -0.806 -0.02 0.31 -0.01 0.1047
B 3.633 0.575 1.295 -0.41 -0.01 -0.21 -0.4022
N 3.209 -0.512 0.276 -0.06 -0.43 0.35 -0.0610
C 4.159 -1.333 -0.158 -0.24 0.00 -0.37 -0.0647
C 3.647 -2.124 -1.175 0.04 0.31 0.36 -0.0257
C 2.340 -1.709 -1.272 -0.55 -0.16 -0.58 -0.1709
N 2.036 -0.758 -0.360 1.12 -0.10 -0.33 -0.0811
N 2.502 1.631 1.391 -0.18 -0.15 0.47 -0.0620
C 2.807 2.776 1.991 -0.30 0.16 -0.27 -0.0667
C 1.749 3.659 1.851 0.27 -0.39 -0.01 -0.0265
C 0.819 2.930 1.149 -0.67 0.18 -0.29 -0.1638
N 1.237 1.669 0.898 0.78 0.89 0.14 -0.0787
H 4.551 1.147 0.779 0.22 0.00 0.13 0.0831
H 3.897 0.105 2.364 -0.12 -0.09 0.10 0.0760
H 5.142 -1.246 0.265 0.15 -0.07 -0.01 0.1348
H 4.144 -2.855 -1.780 0.09 -0.10 -0.06 0.1059
H 1.664 -2.044 -2.040 -0.27 0.22 0.19 0.1009
H 3.782 2.879 2.428 0.10 0.11 0.09 0.1345
H 1.671 4.678 2.169 0.01 0.14 0.07 0.1057
H -0.100 3.346 0.781 -0.14 -0.34 -0.18 0.0935